{"formula": "C31H27Cl2InN5O2P", "method": "ωB97M-V/def2-TZVPD", "symbols": ["In", "Cl", "C", "C", "C", "Cl", "C", "C", "C", "C", "N", "C", "C", "O", "H", "H", "H", "H", "N", "C", "C", "C", "C", "C", "C", "P", "C", "C", "C", "C", "C", "C", "C", "C", "C", "C", "C", "C", "H", "H", "H", "H", "H", "H", "H", "H", "H", "H", "H", "H", "H", "H", "H", "H", "C", "N", "C", "C", "O", "N", "C", "N", "H", "H", "H", "H", "H", "H", "H"], "positions_angstrom": [[12.325, 11.715, 11.330], [12.445, 16.708, 10.953], [13.770, 15.644, 10.838], [15.079, 16.159, 10.909], [16.189, 15.305, 10.868], [17.772, 15.989, 11.047], [16.050, 13.904, 10.734], [17.133, 12.979, 10.707], [16.836, 11.628, 10.574], [15.493, 11.222, 10.495], [14.466, 12.070, 10.554], [14.706, 13.405, 10.675], [13.555, 14.237, 10.795], [12.335, 13.771, 10.985], [15.235, 17.222, 10.995], [18.132, 13.381, 10.750], [17.583, 10.852, 10.530], [15.253, 10.179, 10.300], [9.835, 11.650, 10.248], [9.123, 10.432, 10.541], [7.721, 10.436, 10.646], [7.050, 9.278, 11.047], [7.770, 8.129, 11.358], [9.154, 8.096, 11.239], [9.871, 9.251, 10.851], [11.650, 9.255, 10.933], [12.310, 8.569, 9.414], [12.231, 7.198, 9.156], [12.479, 6.697, 7.858], [12.938, 7.525, 6.855], [13.103, 8.886, 7.122], [12.769, 9.415, 8.364], [12.176, 8.333, 12.410], [13.460, 7.734, 12.489], [13.921, 7.197, 13.686], [13.161, 7.270, 14.858], [11.893, 7.821, 14.803], [11.417, 8.347, 13.591], [9.256, 12.478, 10.503], [10.036, 11.735, 9.241], [7.177, 11.357, 10.456], [5.980, 9.296, 11.120], [7.251, 7.250, 11.710], [9.700, 7.188, 11.459], [11.938, 6.531, 9.946], [12.309, 5.644, 7.665], [13.171, 7.106, 5.880], [13.492, 9.541, 6.343], [12.893, 10.483, 8.554], [14.078, 7.653, 11.599], [14.906, 6.750, 13.732], [13.548, 6.885, 15.785], [11.271, 7.871, 15.669], [10.443, 8.847, 13.572], [10.426, 12.368, 17.180], [11.021, 12.204, 15.864], [12.458, 12.202, 15.546], [12.384, 12.150, 14.080], [13.390, 12.002, 13.256], [11.115, 12.114, 13.640], [10.314, 12.140, 14.727], [8.976, 12.094, 14.717], [11.224, 12.255, 17.929], [9.652, 11.596, 17.357], [9.949, 13.353, 17.292], [12.957, 11.298, 15.941], [13.004, 13.090, 15.897], [8.496, 11.888, 13.842], [8.423, 12.161, 15.570]], "forces_ev_per_angstrom": [[0.179, 0.654, -0.328], [-0.272, 0.113, 0.007], [0.803, -1.634, 0.123], [0.794, -1.200, -0.342], [-0.688, 0.816, 0.125], [-0.135, -0.024, -0.085], [-0.492, 0.088, 0.041], [-1.234, -0.469, -0.284], [-0.136, 0.663, 0.088], [-0.382, 0.479, -0.275], [0.297, -0.770, 0.176], [0.271, 0.054, 0.070], [0.516, 2.170, 0.500], [-0.471, -1.355, -0.382], [-0.019, 0.087, 0.037], [0.185, -0.195, 0.063], [0.233, 0.128, -0.024], [-0.007, 0.080, 0.251], [-0.163, 0.815, -0.233], [0.228, -0.532, 0.606], [0.715, -0.393, 0.181], [0.728, 0.449, -0.089], [0.178, -0.156, -0.103], [0.052, 0.725, -0.267], [-1.611, 0.382, 0.140], [0.635, 0.481, 0.383], [0.621, 0.008, -1.161], [-0.140, 0.144, -0.850], [-0.104, -0.026, 1.137], [-0.048, 0.293, 0.172], [0.069, 0.202, -0.068], [-0.142, -0.263, 0.644], [0.718, -0.623, 0.786], [-0.551, 0.041, -0.252], [-0.033, 0.278, 0.161], [-0.105, -0.001, -0.651], [0.159, 0.370, -1.208], [-0.269, 0.520, -0.036], [0.683, -0.808, -0.354], [-0.134, -0.025, 0.532], [0.025, -0.149, -0.132], [-0.298, -0.070, 0.077], [-0.041, -0.070, -0.105], [-0.060, -0.055, 0.119], [-0.182, -0.322, 0.142], [0.144, 0.034, 0.064], [-0.055, 0.194, 0.116], [-0.132, -0.100, 0.229], [-0.033, -0.171, -0.159], [-0.021, 0.070, 0.079], [-0.043, -0.011, -0.127], [0.094, -0.120, 0.126], [-0.304, -0.012, 0.452], [0.185, -0.305, 0.082], [-0.080, -0.155, 0.452], [-0.187, 0.193, -0.041], [-0.183, 0.059, 0.920], [1.746, -1.027, -2.831], [-2.806, 0.290, 1.962], [0.363, -0.287, -0.828], [0.193, 0.064, 1.037], [0.201, -0.123, -0.448], [-0.458, 0.059, -0.214], [0.507, 0.228, -0.027], [0.287, -0.182, -0.027], [-0.181, 0.378, -0.162], [-0.269, -0.164, 0.018], [0.261, 0.259, 0.486], [0.398, -0.070, -0.495]], "homo_lumo_gap_ha": 0.2523, "relative_energy_ev": 0.0000, "charge": 2}


{"formula": "C23H48GeN3O4Sc", "method": "ωB97M-V/def2-TZVPD", "symbols": ["Sc", "C", "C", "C", "C", "O", "Ge", "O", "C", "C", "C", "C", "O", "C", "C", "C", "C", "H", "H", "H", "H", "H", "H", "H", "H", "H", "H", "H", "H", "H", "H", "H", "H", "H", "H", "H", "H", "H", "H", "H", "H", "H", "H", "H", "O", "C", "C", "C", "C", "C", "C", "C", "C", "N", "H", "H", "H", "H", "H", "H", "H", "H", "H", "H", "H", "N", "C", "C", "C", "N", "H", "H", "H", "H", "H", "H", "H", "H", "H", "H"], "positions_angstrom": [[0.564, -0.012, -0.084], [0.065, 3.257, 1.897], [-0.611, 3.150, 0.547], [-2.073, 3.555, 0.631], [0.113, 3.940, -0.524], [-0.566, 1.700, 0.146], [-2.133, 0.831, -0.387], [-1.243, 0.162, -1.773], [-1.778, 0.303, -3.163], [-2.077, -1.080, -3.705], [-0.734, 1.034, -3.991], [-3.055, 1.131, -3.083], [-1.603, -0.546, 0.650], [-2.668, -1.270, 1.424], [-2.292, -2.740, 1.452], [-3.976, -1.076, 0.667], [-2.773, -0.698, 2.825], [0.133, 4.304, 2.193], [-0.499, 2.728, 2.667], [1.080, 2.857, 1.857], [-2.169, 4.600, 0.929], [-2.569, 3.474, -0.346], [-2.611, 2.963, 1.382], [0.151, 4.992, -0.241], [1.138, 3.591, -0.640], [-0.399, 3.871, -1.486], [-1.217, -1.741, -3.621], [-2.919, -1.540, -3.184], [-2.335, -1.009, -4.762], [0.132, 0.402, -4.200], [-1.154, 1.318, -4.955], [-0.406, 1.947, -3.488], [-3.796, 0.643, -2.433], [-2.846, 2.149, -2.731], [-3.528, 1.226, -4.060], [-2.167, -3.140, 0.442], [-1.389, -2.906, 2.044], [-3.086, -3.310, 1.934], [-3.890, -1.417, -0.371], [-4.789, -1.638, 1.125], [-4.296, -0.020, 0.696], [-1.915, -0.971, 3.435], [-2.873, 0.391, 2.807], [-3.662, -1.100, 3.312], [2.495, 1.376, -0.059], [3.504, 1.523, 1.001], [4.423, 0.323, 1.030], [3.661, -1.011, 1.107], [2.664, -0.986, 2.229], [2.993, -1.425, 3.500], [2.107, -1.236, 4.549], [0.908, -0.580, 4.305], [0.631, -0.184, 3.016], [1.469, -0.398, 1.985], [2.804, 1.874, -0.824], [2.955, 1.638, 1.930], [4.051, 2.447, 0.821], [5.066, 0.429, 1.908], [5.084, 0.314, 0.161], [4.371, -1.826, 1.244], [3.147, -1.197, 0.160], [3.954, -1.897, 3.665], [2.355, -1.579, 5.545], [0.203, -0.376, 5.100], [-0.287, 0.336, 2.782], [1.828, -0.374, -2.054], [1.731, -1.555, -2.975], [1.730, -2.885, -2.249], [0.534, -3.093, -1.340], [0.679, -2.317, -0.070], [1.658, 0.450, -2.632], [2.801, -0.289, -1.770], [2.559, -1.515, -3.682], [0.812, -1.448, -3.546], [2.661, -3.025, -1.688], [1.727, -3.667, -3.010], [0.419, -4.150, -1.100], [-0.384, -2.761, -1.825], [1.506, -2.663, 0.412], [-0.095, -2.581, 0.536]], "forces_ev_per_angstrom": [[1.305, -0.650, -0.187], [0.036, -0.078, 0.048], [0.102, 0.127, 0.044], [-0.036, -0.085, 0.001], [0.006, -0.051, -0.083], [-0.417, 0.584, 0.147], [0.098, 0.265, 0.172], [-0.011, -0.188, -0.678], [0.028, 0.089, -0.141], [-0.041, -0.061, 0.072], [0.105, 0.006, 0.066], [0.025, 0.019, 0.129], [-0.237, -0.122, 0.592], [-0.128, -0.286, -0.085], [0.077, -0.019, 0.017], [0.071, 0.074, -0.146], [0.062, 0.112, -0.033], [-0.011, -0.001, 0.005], [0.009, 0.018, -0.018], [-0.017, 0.031, -0.013], [0.042, 0.001, 0.009], [0.011, 0.016, 0.038], [0.012, 0.028, -0.035], [-0.011, 0.007, -0.015], [0.003, 0.031, 0.029], [0.007, -0.011, 0.011], [0.002, 0.020, -0.030], [0.021, 0.002, 0.004], [-0.036, -0.002, 0.006], [-0.044, 0.034, -0.012], [0.000, -0.013, -0.002], [-0.032, 0.012, -0.020], [0.014, 0.034, -0.049], [-0.026, -0.030, -0.010], [0.030, -0.010, -0.026], [-0.044, 0.002, 0.012], [0.001, 0.009, 0.001], [0.009, 0.000, 0.000], [-0.011, 0.020, 0.045], [0.021, -0.020, 0.036], [-0.005, -0.067, -0.002], [-0.010, -0.006, 0.016], [-0.020, -0.025, -0.006], [0.005, -0.006, -0.004], [-0.362, -0.167, 0.128], [0.063, 0.045, -0.011], [0.020, -0.034, 0.016], [-0.004, 0.026, 0.076], [-0.062, 0.064, 0.023], [0.054, 0.011, 0.006], [-0.014, 0.004, 0.019], [0.025, 0.000, 0.067], [0.049, 0.002, -0.026], [-0.270, 0.071, -0.225], [-0.079, 0.064, -0.036], [-0.019, -0.002, 0.007], [0.013, -0.004, -0.029], [0.021, -0.014, -0.019], [-0.012, 0.017, -0.001], [-0.006, -0.010, 0.000], [0.026, -0.027, -0.041], [-0.016, -0.012, 0.005], [0.008, 0.008, -0.004], [0.011, -0.009, -0.001], [-0.030, -0.031, -0.023], [-0.325, 0.033, 0.097], [0.007, 0.034, 0.019], [0.015, -0.007, -0.005], [0.016, 0.036, 0.071], [-0.200, 0.142, -0.082], [0.005, 0.027, 0.001], [0.030, -0.037, 0.030], [0.002, -0.003, -0.021], [0.012, -0.018, 0.032], [0.001, -0.015, -0.012], [0.011, -0.012, 0.006], [0.018, -0.021, -0.012], [-0.025, -0.008, -0.003], [0.049, 0.027, 0.002], [0.005, 0.008, 0.045]], "s2": 0.75, "spin_multiplicity": 2, "homo_lumo_gap_ha": [0.3487, 0.2415], "relative_energy_ev": 0.1656, "charge": 3}


{"formula": "C32H32InN2PS4Te", "method": "ωB97M-V/def2-TZVPD", "symbols": ["In", "C", "C", "C", "C", "C", "C", "C", "C", "C", "H", "H", "H", "H", "H", "H", "H", "H", "H", "H", "H", "H", "N", "P", "C", "C", "C", "C", "C", "C", "C", "C", "C", "C", "C", "C", "C", "C", "C", "C", "C", "N", "H", "H", "H", "H", "H", "H", "H", "H", "H", "H", "H", "H", "H", "H", "H", "S", "S", "S", "S", "Te", "C", "C", "C", "C", "C", "C", "H", "H", "H", "H", "H"], "positions_angstrom": [[1.167, 0.422, -1.825], [2.961, -1.451, -5.069], [2.744, -1.975, -3.676], [3.736, -1.855, -2.707], [3.543, -2.321, -1.409], [4.608, -2.128, -0.365], [2.335, -2.926, -1.086], [1.322, -3.061, -2.031], [0.028, -3.738, -1.667], [1.539, -2.575, -3.318], [2.772, -0.376, -5.117], [2.285, -1.929, -5.778], [3.986, -1.624, -5.398], [4.679, -1.388, -2.969], [5.605, -2.191, -0.800], [4.525, -2.874, 0.426], [4.510, -1.142, 0.096], [2.173, -3.291, -0.076], [0.182, -4.808, -1.515], [-0.720, -3.611, -2.450], [-0.372, -3.332, -0.737], [0.757, -2.681, -4.063], [-1.959, -1.012, 0.073], [-0.732, -0.071, 0.812], [-1.711, 0.602, 2.203], [-2.888, 1.296, 1.914], [-3.608, 1.913, 2.926], [-3.155, 1.859, 4.237], [-1.978, 1.186, 4.530], [-1.259, 0.560, 3.520], [0.310, -1.305, 1.664], [1.615, -0.915, 1.956], [2.480, -1.781, 2.614], [2.052, -3.054, 2.958], [0.758, -3.459, 2.652], [-0.110, -2.585, 2.015], [-2.156, -1.181, -1.286], [-3.290, -1.891, -1.712], [-3.487, -2.088, -3.057], [-2.562, -1.576, -3.963], [-1.486, -0.882, -3.457], [-1.269, -0.685, -2.148], [-2.682, -1.417, 0.649], [-3.238, 1.362, 0.890], [-4.520, 2.446, 2.687], [-3.717, 2.341, 5.026], [-1.618, 1.140, 5.550], [-0.347, 0.030, 3.764], [1.956, 0.071, 1.656], [3.490, -1.466, 2.841], [2.728, -3.737, 3.458], [0.425, -4.455, 2.915], [-1.118, -2.910, 1.784], [-3.990, -2.273, -0.980], [-4.354, -2.636, -3.402], [-2.678, -1.700, -5.029], [-0.740, -0.452, -4.117], [0.917, 1.685, -4.191], [-0.955, 2.530, -4.104], [-0.892, 3.973, -2.670], [-0.888, 2.841, -0.933], [1.044, 3.498, 0.302], [0.018, 4.873, 1.527], [-0.751, 4.406, 2.590], [-1.454, 5.303, 3.380], [-1.381, 6.665, 3.121], [-0.608, 7.132, 2.068], [0.090, 6.237, 1.268], [-0.807, 3.344, 2.794], [-2.057, 4.936, 4.201], [-1.928, 7.364, 3.741], [-0.553, 8.193, 1.863], [0.679, 6.600, 0.435]], "forces_ev_per_angstrom": [[0.041, 0.044, 0.001], [0.000, 0.000, -0.001], [-0.013, -0.014, 0.006], [-0.003, 0.002, 0.001], [0.005, 0.000, -0.003], [0.002, 0.002, -0.001], [-0.010, 0.021, 0.011], [-0.014, 0.005, -0.007], [0.003, -0.007, -0.006], [0.000, -0.021, -0.004], [-0.004, 0.005, 0.000], [0.002, -0.002, -0.001], [0.000, 0.003, 0.002], [0.001, 0.000, 0.001], [0.000, -0.001, -0.002], [-0.002, 0.001, 0.003], [-0.004, -0.003, 0.002], [0.001, 0.003, 0.004], [0.001, -0.001, -0.009], [-0.001, 0.004, 0.004], [0.002, -0.005, 0.002], [0.003, -0.005, -0.005], [-0.009, -0.013, -0.003], [-0.006, 0.018, -0.020], [0.038, -0.034, 0.062], [-0.006, 0.015, -0.013], [0.002, -0.005, -0.027], [0.029, 0.003, 0.007], [-0.020, 0.023, 0.006], [-0.014, -0.005, -0.012], [-0.006, -0.008, -0.014], [0.022, 0.002, -0.004], [-0.005, 0.015, -0.016], [-0.014, -0.019, 0.003], [0.025, 0.001, 0.010], [-0.009, 0.007, -0.009], [-0.027, 0.002, -0.022], [0.000, -0.002, 0.001], [-0.001, 0.001, -0.001], [-0.009, 0.006, -0.002], [0.022, 0.018, -0.004], [0.006, -0.045, 0.050], [0.000, 0.010, 0.008], [0.005, 0.004, -0.005], [0.002, -0.001, -0.001], [0.000, 0.001, 0.001], [0.000, -0.001, 0.002], [-0.002, 0.004, 0.004], [-0.002, 0.004, 0.003], [0.001, -0.001, 0.000], [0.001, 0.000, 0.001], [-0.002, -0.001, 0.000], [0.000, 0.006, -0.004], [0.000, 0.000, 0.000], [0.000, 0.001, 0.000], [0.001, 0.000, -0.001], [-0.001, 0.013, -0.005], [-0.015, 0.004, 0.025], [0.002, -0.067, -0.039], [0.009, 0.120, -0.046], [-0.005, -0.094, 0.048], [-0.012, 0.000, -0.012], [0.005, -0.002, 0.011], [-0.003, -0.006, 0.005], [0.001, 0.022, 0.013], [0.000, -0.007, 0.000], [0.000, 0.001, -0.006], [-0.005, 0.006, -0.004], [-0.017, -0.020, 0.013], [0.002, -0.008, -0.004], [0.000, 0.001, 0.000], [0.003, 0.000, 0.000], [0.003, 0.001, 0.003]], "homo_lumo_gap_ha": 0.2418, "relative_energy_ev": 0.0374, "charge": 0}